This record from the OMol25 dataset describes a molecular structure, C3H3I3 in a non-equilibrium geometry. The level of theory is wB97M-V/def2-TZVPD.

The geometry in XYZ format:
```
9
Properties=species:S:1:pos:R:3:lowdin_charge:R:1
C 0.63 0.25 0.15 -1.355
C -1.75 1.73 1.16 -1.111
C 0.25 -0.99 -0.66 -0.367
I 2.63 0.36 0.52 0.759
I -1.49 1.81 -0.86 0.894
I -0.58 0.37 2.11 1.089
H 0.18 -0.62 -1.68 0.051
H -0.78 -1.16 -0.33 0.031
H 0.90 -1.75 -0.40 0.009
```

Properties
Relative energy (zero: lowest compared OMol25 entry of this formula, charge and spin) in kcal per mole: 154.0

This record from the OMol25 dataset describes a molecular structure, C10H20ClGaI2NO2P in a non-equilibrium geometry. The level of theory is wB97M-V/def2-TZVPD.

The geometry in XYZ format:
```
38
Properties=species:S:1:pos:R:3:lowdin_charge:R:1
I -5.19 2.00 -1.92 0.206
I -3.12 1.29 -3.81 0.148
Ga 0.18 0.01 -0.07 0.261
P -0.79 -2.20 -0.16 0.769
C -2.32 -2.69 -0.99 -0.202
C 0.50 -3.26 -0.90 -0.217
H -0.05 -2.74 2.09 0.041
H -1.21 -3.96 1.43 0.084
H -1.81 -2.38 2.03 0.072
C -0.98 -2.89 1.52 -0.204
H 1.46 -3.08 -0.41 0.055
H 0.19 -4.31 -0.77 0.080
H -2.42 -3.78 -0.93 0.087
H -2.28 -2.38 -2.04 0.070
H 0.58 -3.04 -1.98 0.071
H -3.17 -2.21 -0.51 0.065
C -1.59 0.30 -0.57 -0.058
O -2.73 0.40 -0.80 -0.013
Cl 1.70 -0.52 1.46 0.344
O 0.91 1.70 -0.77 -0.072
C 1.79 2.60 -0.50 -0.361
C 1.56 3.96 -1.08 -0.068
C 1.38 4.99 0.06 -0.172
C 2.69 5.47 0.66 -0.202
C 3.46 4.42 1.46 -0.170
C 3.91 3.22 0.61 -0.129
N 2.82 2.30 0.26 0.121
H 2.40 4.22 -1.74 0.151
H 0.63 3.93 -1.66 0.135
H 0.87 5.86 -0.38 0.129
H 0.72 4.57 0.83 0.131
H 3.35 5.83 -0.15 0.127
H 2.47 6.31 1.33 0.125
H 4.37 4.89 1.86 0.129
H 2.88 4.05 2.32 0.127
H 4.41 3.58 -0.32 0.142
H 4.65 2.66 1.20 0.136
H 2.80 1.37 0.71 0.061
```

Properties
Relative energy (zero: lowest compared OMol25 entry of this formula, charge and spin) in kcal per mole: 35.6
Net charge: +2

This record from the OMol25 dataset describes a single C4H4Cl3NO3 molecule in a non-equilibrium geometry. The level of theory is wB97M-V/def2-TZVPD.

The geometry in XYZ format:
```
15
Properties=species:S:1:pos:R:3:lowdin_spin:R:1
C 0.91 0.27 1.32 0.021
C 0.67 -0.45 0.11 0.012
C -0.85 -0.60 -0.81 0.011
C -2.10 -0.45 0.01 0.001
N 1.57 -1.63 -0.13 0.476
O 2.79 -1.43 -0.15 0.810
O 1.03 -2.63 -0.26 0.652
O 1.30 0.80 0.10 0.009
Cl -3.47 -1.27 -0.80 0.001
Cl -2.39 1.26 0.33 0.000
Cl -1.92 -1.19 1.58 0.000
H 0.31 1.08 1.77 0.004
H 1.73 -0.18 2.03 0.000
H -0.85 -1.38 -1.47 0.001
H -0.69 0.31 -1.38 0.000
```

Properties
Relative energy (zero: lowest compared OMol25 entry of this formula, charge and spin) in kcal per mole: 41.0
2S+1: 3

This record from the OMol25 dataset describes a molecular structure, C29H21Cl5N5O2V in a non-equilibrium geometry. The level of theory is wB97M-V/def2-TZVPD.

The geometry in XYZ format:
```
63
Properties=species:S:1:pos:R:3:lowdin_spin:R:1
V 0.03 0.40 0.17 1.485
C 2.90 0.98 1.29 0.002
N 2.33 0.28 0.14 0.004
C 2.85 0.64 -1.17 0.001
C 1.70 1.13 -2.00 0.008
N 0.48 0.68 -1.78 -0.010
C -0.34 1.34 -2.66 0.002
C -1.72 1.25 -2.87 0.001
C -2.27 2.11 -3.79 -0.001
C -1.49 3.02 -4.51 0.001
C -0.12 3.09 -4.35 0.000
C 0.44 2.23 -3.43 0.001
N 1.74 2.04 -2.99 0.004
C 1.77 1.45 2.15 0.006
N 0.55 1.01 1.97 -0.003
C -0.26 1.66 2.87 0.002
C -1.63 1.58 3.09 0.000
C -2.16 2.42 4.05 0.000
C -1.36 3.30 4.79 0.000
C 0.01 3.36 4.61 0.000
C 0.55 2.53 3.64 0.001
N 1.84 2.35 3.16 0.003
H 3.49 1.85 0.96 0.000
H 3.56 0.34 1.88 0.000
H 2.44 -0.72 0.29 0.001
H 3.30 -0.23 -1.67 0.000
H 3.63 1.41 -1.10 0.000
H -2.31 0.53 -2.32 0.000
H -3.33 2.08 -3.98 0.000
H -1.98 3.70 -5.20 0.000
H 0.47 3.79 -4.92 0.000
H 2.55 2.53 -3.33 0.000
H -2.25 0.90 2.54 0.000
H -3.22 2.40 4.25 0.000
H -1.82 3.95 5.51 0.000
H 0.63 4.03 5.19 0.000
H 2.66 2.84 3.48 0.000
Cl -4.09 5.82 -0.13 -0.010
C -3.39 4.26 -0.06 -0.029
C -4.24 3.14 0.01 -0.013
Cl -5.95 3.34 0.02 -0.003
C -3.69 1.87 0.06 -0.017
Cl -4.65 0.45 0.12 -0.003
C -2.30 1.71 0.07 -0.006
O -1.68 0.57 0.12 -0.063
C -1.42 2.83 -0.02 -0.028
O -0.18 2.54 -0.06 -0.059
C -2.01 4.11 -0.08 -0.005
Cl -0.98 5.48 -0.17 0.001
Cl 1.95 -2.05 5.19 -0.019
C 1.24 -2.04 3.62 -0.051
C -0.10 -1.71 3.46 0.014
C -0.64 -1.62 2.19 -0.048
C 0.14 -1.88 1.04 -0.008
C -0.36 -1.63 -0.28 -0.124
C 1.46 -2.35 1.25 -0.041
C 2.01 -2.41 2.51 0.005
H -0.70 -1.51 4.33 0.002
H -1.69 -1.40 2.06 -0.001
H -1.44 -1.77 -0.39 -0.001
H 0.19 -2.12 -1.08 -0.002
H 2.02 -2.74 0.41 -0.002
H 3.02 -2.75 2.66 0.001
```

Properties
Relative energy (zero: lowest compared OMol25 entry of this formula, charge and spin) in kcal per mole: 24.5
Net charge: +1
2S+1: 2

This record from the OMol25 dataset describes 2 unconnected molecules or ions with the total composition C7H17BF3INO8P2 in a non-equilibrium geometry. The level of theory is wB97M-V/def2-TZVPD.

The geometry in XYZ format:
```
40
Properties=species:S:1:pos:R:3:lowdin_charge:R:1
O 0.02 1.23 -1.06 -0.458
P 0.68 1.02 0.28 0.840
C -0.14 1.96 1.67 -0.404
C -0.63 3.27 1.10 -0.203
N 0.46 3.69 0.21 -0.062
O -0.11 4.43 -0.87 0.070
B 0.20 3.78 -2.07 -0.879
O 1.39 3.17 -2.29 0.146
O -0.77 3.81 -3.05 0.137
O -1.03 1.14 2.40 -0.180
C -2.41 1.30 2.20 -0.431
P -3.16 0.30 0.78 0.548
O -1.85 -0.59 0.40 -0.407
I -3.53 1.94 -1.06 0.455
H 2.04 1.36 0.33 0.038
H 0.61 -0.33 0.68 0.018
H 0.68 2.20 2.35 0.125
H -0.77 4.01 1.88 0.126
H -1.53 3.20 0.51 0.033
H 1.06 4.33 0.71 0.133
H 1.29 2.21 -2.09 0.077
H -1.46 3.19 -2.76 0.026
H -2.90 0.85 3.06 0.074
H -2.78 2.33 2.17 0.071
H -1.77 -0.63 -0.57 0.039
C -0.24 -4.75 -0.37 -0.088
C 0.80 -4.53 0.72 -0.294
O 2.08 -4.13 0.27 -0.115
C 2.30 -2.71 -0.02 -0.520
O 1.90 -1.89 0.92 -0.198
C 1.71 -2.29 -1.39 -0.549
F 1.83 -3.23 -2.37 0.099
F 2.38 -1.20 -1.83 0.104
F 0.40 -1.95 -1.37 0.092
H 0.20 -5.24 -1.23 0.072
H -1.06 -5.36 0.01 0.064
H -0.68 -3.81 -0.71 0.050
H 0.97 -5.49 1.21 0.103
H 0.43 -3.84 1.49 0.107
H 3.39 -2.73 -0.24 0.140
```

Properties
Total energy in eV: -60915.3991
Net charge: -1

This record from the OMol25 dataset describes a molecular structure, C6H11N in a non-equilibrium geometry. The level of theory is wB97M-V/def2-TZVPD.

The geometry in XYZ format:
```
18
Properties=species:S:1:pos:R:3:lowdin_charge:R:1
C -2.76 -0.05 -1.02 -0.109
C -1.43 0.21 -0.22 -0.297
C -0.05 -0.32 -0.72 -0.027
C 1.38 -0.34 0.72 -0.198
C 2.89 -0.08 0.37 -0.101
C 0.89 0.79 1.49 -0.304
N 0.41 1.73 1.97 0.151
H -3.61 0.20 -0.37 0.071
H -2.89 0.60 -1.90 0.066
H -2.90 -1.09 -1.36 0.063
H -1.42 1.30 -0.11 0.091
H -1.52 -0.23 0.77 0.093
H -0.23 -1.33 -1.14 0.080
H 0.35 0.33 -1.50 0.080
H 1.40 -1.22 1.41 0.119
H 3.29 -0.87 -0.25 0.066
H 3.00 0.88 -0.13 0.071
H 3.56 -0.02 1.26 0.087
```

Properties
Relative energy (zero: lowest compared OMol25 entry of this formula, charge and spin) in kcal per mole: 51.5

This record from the OMol25 dataset describes a molecular structure, C31H50KNO2PS in a non-equilibrium geometry. The level of theory is wB97M-V/def2-TZVPD.

The geometry in XYZ format:
```
87
Properties=species:S:1:pos:R:3:lowdin_charge:R:1
C -8.85 1.83 -1.44 -0.099
C -7.62 1.12 -2.02 -0.272
C -7.54 1.27 -3.53 -0.196
C -6.26 0.73 -4.22 -0.216
C -5.14 0.24 -3.31 -0.191
C -4.03 -0.47 -4.12 -0.272
C -2.66 0.23 -4.15 -0.183
C -1.48 -0.69 -3.85 -0.216
C -1.44 -1.16 -2.40 -0.194
C -0.26 -2.08 -2.12 -0.232
N 0.03 -2.15 -0.70 -0.023
C 1.33 -2.74 -0.36 -0.277
C 2.45 -1.68 -0.27 -0.176
O 3.32 -1.97 0.80 -0.187
C 4.36 -1.07 1.07 -0.480
C 3.84 0.26 1.66 -0.147
C 3.93 1.53 0.80 -0.160
C 5.11 2.44 1.08 -0.224
C 6.31 1.98 1.62 -0.069
C 7.37 2.84 1.85 -0.078
C 7.25 4.19 1.54 -0.088
C 6.05 4.67 1.01 -0.081
C 5.00 3.80 0.78 -0.052
P 5.52 -1.03 -0.37 0.388
S 6.14 -2.79 -0.95 0.117
C 1.22 -3.62 0.88 -0.091
C 0.42 -3.00 2.02 -0.397
C 0.32 -3.94 3.22 -0.029
O 1.01 -1.77 2.42 -0.119
C 0.18 -0.63 2.41 -0.181
C 0.41 0.24 3.62 -0.206
C 0.90 -0.28 4.81 -0.023
C 1.07 0.53 5.91 -0.074
C 0.76 1.88 5.85 -0.091
C 0.28 2.41 4.66 -0.085
C 0.11 1.60 3.55 -0.054
H -9.05 2.76 -1.97 0.073
H -8.69 2.07 -0.39 0.074
H -9.73 1.19 -1.50 0.075
H -6.72 1.52 -1.55 0.106
H -7.68 0.06 -1.77 0.108
H -8.41 0.77 -3.96 0.114
H -7.64 2.33 -3.79 0.113
H -6.53 -0.09 -4.88 0.019
H -5.84 1.51 -4.84 0.126
H -5.52 -0.43 -2.54 0.115
H -4.69 1.11 -2.83 0.119
H -4.39 -0.55 -5.14 -0.050
H -3.90 -1.50 -3.76 0.102
H -2.52 0.69 -5.13 0.114
H -2.66 1.05 -3.42 0.113
H -0.55 -0.18 -4.09 0.119
H -1.53 -1.56 -4.52 0.118
H -2.37 -1.69 -2.16 0.110
H -1.39 -0.28 -1.75 0.120
H 0.60 -1.75 -2.72 0.120
H -0.52 -3.09 -2.46 0.124
H -0.06 -1.23 -0.29 0.085
H 1.59 -3.39 -1.20 0.143
H 3.02 -1.68 -1.21 0.099
H 2.00 -0.68 -0.17 0.121
H 4.96 -1.58 1.83 0.127
H 4.32 0.45 2.62 0.121
H 2.79 0.06 1.89 0.097
H 3.04 2.14 1.00 0.112
H 3.88 1.28 -0.26 0.094
H 6.43 0.94 1.90 0.093
H 8.29 2.46 2.27 0.106
H 8.08 4.85 1.73 0.103
H 5.94 5.72 0.78 0.103
H 4.08 4.18 0.37 0.111
H 4.85 -0.33 -1.39 -0.023
H 6.55 -0.16 0.01 -0.022
H 2.21 -3.92 1.22 0.127
H 0.68 -4.53 0.60 0.127
H -0.59 -2.82 1.63 0.129
H -0.26 -3.48 4.02 0.080
H -0.13 -4.89 2.94 0.083
H 1.33 -4.12 3.61 0.091
H 0.40 -0.02 1.52 0.108
H -0.87 -0.93 2.37 0.137
H 1.15 -1.34 4.85 0.110
H 1.45 0.11 6.83 0.105
H 0.90 2.52 6.71 0.103
H 0.04 3.47 4.60 0.101
H -0.25 2.02 2.62 0.109
K -5.50 -1.73 -6.04 1.044
```

Properties
Total energy in eV: -74985.4810
Net charge: +1

This record from the OMol25 dataset describes a single C4H8ClN3 molecule in a non-equilibrium geometry. The level of theory is wB97M-V/def2-TZVPD.

The geometry in XYZ format:
```
16
Properties=species:S:1:pos:R:3:lowdin_charge:R:1
N 3.02 -1.17 0.12 -0.099
N 1.63 -1.16 0.02 -0.111
C 1.08 -0.09 -0.56 -0.098
C -0.42 0.04 -0.76 -0.451
N -0.85 1.39 -0.46 -0.051
C -1.97 0.91 0.74 -0.064
C -1.25 -0.58 0.35 -0.622
Cl -2.25 -1.97 -0.27 0.551
H 3.19 -0.95 1.31 0.164
H 3.40 -0.13 -0.10 0.083
H 1.87 0.72 -0.81 0.122
H -0.60 -0.16 -1.75 0.095
H -1.32 1.89 -1.36 0.151
H -3.17 0.89 0.41 0.133
H -1.62 1.28 1.88 0.139
H -0.75 -0.91 1.22 0.057
```

Properties
Structure (SMILES): N/N=C/[C@@H]1NC[C@H]1Cl
Relative energy (zero: lowest compared OMol25 entry of this formula, charge and spin) in kcal per mole: 125.9